one | C3H10N | ωB97M-V/def2-TZVPD

## Properties
* Kohn-Sham gap: 9.000 eV
* multiplicity: 1
* total charge: +1
* E_HOMO: -13.1 eV

Cartesian coordinates (Å):
N: 0.098 0.872 -2.141
H: 0.297 1.228 -3.119
H: -0.897 0.675 -1.775
H: 0.514 -0.044 -2.062
H: 0.554 1.492 -1.504
C: -0.848 -0.505 2.117
C: -0.203 -0.830 0.754
C: 1.014 -0.333 0.236
H: -0.237 0.384 2.548
H: -1.818 0.222 1.972
H: -0.948 -1.345 2.785
H: -0.660 -1.677 0.203
H: 1.815 -0.924 -0.290
H: 1.319 0.785 0.275

Mulliken atomic charge list, values in e, 2 entries: atom 1 (N): -0.53, atom 2 (H): 0.39

***

two | C3H10N | ωB97M-V/def2-TZVPD

## Properties
* Kohn-Sham gap: 12.321 eV
* structure (SMILES): CCC[NH3+]
* multiplicity: 1
* total charge: +1
* E_HOMO: -16.3 eV

Cartesian coordinates (Å):
C: 0.558 -0.250 -1.869
C: -0.240 0.309 -0.665
C: 0.209 -0.414 0.670
N: -0.555 0.304 1.880
H: 1.521 0.237 -1.931
H: 0.673 -1.298 -1.983
H: 0.088 -0.033 -2.789
H: -1.273 0.437 -0.787
H: 0.112 1.362 -0.549
H: -0.079 -1.491 0.800
H: 1.228 -0.288 0.894
H: -1.384 0.687 1.500
H: -0.004 1.086 2.391
H: -0.584 -0.373 2.734

Mulliken atomic charge list, values in e, 2 entries: atom 1 (C): -1.32, atom 2 (C): -0.53

***

Decreasing stability: two, one

***

one | C3H10N | ωB97M-V/def2-TZVPD

## Properties
* Kohn-Sham gap: 10.023 eV
* multiplicity: 1
* total charge: +1
* E_HOMO: -14.1 eV

Cartesian coordinates (Å):
N: 1.326 1.723 0.254
H: 1.682 1.222 1.078
H: 2.150 2.039 -0.260
H: 0.859 1.023 -0.364
H: 0.718 2.432 0.678
C: -0.276 -1.526 0.822
C: -0.288 -0.772 -0.504
C: -1.278 0.068 -0.827
H: 0.734 -1.666 1.231
H: -0.935 -1.082 1.585
H: -0.686 -2.548 0.671
H: 0.541 -1.078 -1.154
H: -1.343 0.582 -1.781
H: -2.087 0.232 -0.111

Mulliken atomic charge list, values in e, 2 entries: atom 1 (N): -0.46, atom 2 (H): 0.39

***

two | C3H10N | ωB97M-V/def2-TZVPD

## Properties
* Kohn-Sham gap: 4.485 eV
* multiplicity: 1
* total charge: +1
* E_HOMO: -11.4 eV

Cartesian coordinates (Å):
C: -1.962 -1.416 -2.071
C: -0.688 -1.136 -2.648
C: 0.594 -0.260 -3.070
N: 1.330 2.157 6.284
H: -0.363 -1.271 -1.520
H: -2.493 -0.836 -1.338
H: -2.634 -2.274 -2.606
H: -0.202 -2.186 -2.948
H: 1.591 -0.593 -3.232
H: 0.695 0.840 -2.436
H: 0.872 1.062 -3.247
H: 0.485 2.714 6.420
H: 1.666 1.739 5.441
H: 1.108 1.460 6.970

Mulliken atomic charge list, values in e, 2 entries: atom 1 (C): -0.27, atom 2 (C): -0.18

***

Decreasing stability: one, two

***

one | C20H23N3O3 | ωB97M-V/def2-TZVPD

## Properties
* Kohn-Sham gap: 8.042 eV
* structure (SMILES): COc1cc(N)c(C2=NN(C(=O)CCc3ccccc3)CC2)cc1OC
* multiplicity: 1
* total charge: 0
* E_HOMO: -7.6 eV

Cartesian coordinates (Å):
O: 3.283 -2.623 1.229
N: 0.240 -1.138 0.093
O: -5.640 -1.083 0.417
O: -5.413 1.505 -0.952
C: 2.566 -1.852 0.568
C: -0.857 -1.285 0.802
C: 5.900 3.324 -1.460
C: 5.878 2.156 -2.246
C: 5.257 3.304 -0.198
C: -3.334 -1.059 0.703
C: -3.121 1.291 -0.821
C: 5.601 0.857 -1.748
C: 4.959 2.050 0.345
C: -4.498 -0.409 0.173
C: -4.359 0.757 -0.565
C: -2.038 -0.552 0.414
C: -1.922 0.725 -0.273
C: 5.213 0.829 -0.392
N: -0.713 1.429 -0.586
N: 1.180 -1.984 0.730
C: -6.055 -2.035 -0.582
C: -6.494 1.635 0.005
C: 3.115 -0.600 -0.117
C: -0.787 -2.496 1.763
C: 4.608 -0.450 0.163
C: 0.700 -2.781 1.871
H: 6.281 4.289 -1.861
H: 6.294 2.083 -3.250
H: 5.037 4.127 0.362
H: -3.520 -1.957 1.233
H: -3.047 2.267 -1.309
H: 5.696 -0.126 -2.273
H: 4.411 1.954 1.221
H: -0.793 2.409 -0.825
H: 0.154 1.308 -0.064
H: -5.665 -1.678 -1.445
H: -7.139 -2.136 -0.372
H: -5.510 -2.968 -0.277
H: -7.303 0.870 -0.130
H: -7.006 2.642 -0.065
H: -5.989 1.644 1.013
H: 3.008 -0.713 -1.200
H: 2.434 0.248 0.110
H: -1.350 -3.392 1.349
H: -1.256 -2.366 2.745
H: 4.872 -0.452 1.254
H: 5.001 -1.341 -0.301
H: 1.051 -3.911 1.954
H: 1.069 -2.317 2.797

Mulliken atomic charge list, values in e, 2 entries: atom 1 (O): -0.64, atom 2 (N): -0.72

***

two | C20H23N3O3 | ωB97M-V/def2-TZVPD

## Properties
* Kohn-Sham gap: 8.063 eV
* structure (SMILES): O=C(CCN1CCN(c2ccccc2)CC1)Nc1ccc2c(c1)OCO2
* multiplicity: 1
* total charge: 0
* E_HOMO: -7.5 eV

Cartesian coordinates (Å):
O: 2.102 0.324 -1.143
C: 1.280 0.545 -2.004
N: 0.266 1.454 -1.890
C: -0.162 2.146 -0.752
C: 0.409 1.949 0.499
C: -0.059 2.627 1.621
C: -1.103 3.501 1.449
C: -1.678 3.702 0.193
C: -1.232 3.039 -0.920
H: -1.688 3.201 -1.883
O: -2.693 4.615 0.295
C: -2.737 4.991 1.656
O: -1.747 4.287 2.372
H: -2.556 6.075 1.743
H: -3.730 4.756 2.070
H: 0.385 2.471 2.589
H: 1.231 1.261 0.603
H: -0.307 1.601 -2.709
C: 1.280 -0.178 -3.337
C: 0.074 -1.140 -3.517
N: -0.197 -2.080 -2.457
C: -0.886 -1.529 -1.305
C: -1.326 -2.687 -0.403
N: -0.194 -3.467 0.044
C: 0.553 -3.041 1.141
C: 0.278 -1.863 1.841
C: 1.007 -1.513 2.962
C: 2.029 -2.321 3.426
C: 2.302 -3.501 2.754
C: 1.576 -3.859 1.637
H: 1.797 -4.798 1.153
H: 3.086 -4.155 3.107
H: 2.601 -2.040 4.297
H: 0.773 -0.589 3.472
H: -0.501 -1.191 1.517
C: 0.495 -3.997 -1.116
C: 0.955 -2.863 -2.040
H: 1.428 -3.282 -2.931
H: 1.692 -2.250 -1.496
H: 1.359 -4.588 -0.816
H: -0.204 -4.644 -1.655
H: -1.892 -2.321 0.454
H: -1.972 -3.356 -0.981
H: -1.763 -0.973 -1.650
H: -0.245 -0.855 -0.719
H: 0.260 -1.720 -4.427
H: -0.840 -0.560 -3.674
H: 2.209 -0.745 -3.399
H: 1.261 0.546 -4.153

Mulliken atomic charge list, values in e, 2 entries: atom 1 (O): -0.62, atom 2 (C): 0.32

***

three | C20H23N3O3 | ωB97M-V/def2-TZVPD

## Properties
* Kohn-Sham gap: 9.131 eV
* structure (SMILES): C=C(C)c1cccc(C(C)(C)NC(=O)NNC(=O)c2ccccc2O)c1
* multiplicity: 1
* total charge: 0
* E_HOMO: -8.6 eV

Cartesian coordinates (Å):
C: 3.146 2.369 1.353
C: 3.095 1.068 1.614
C: 3.095 0.062 0.538
C: 2.384 0.291 -0.635
C: 2.342 -0.642 -1.662
C: 3.053 -1.824 -1.517
C: 3.770 -2.065 -0.357
C: 3.787 -1.140 0.668
H: 4.352 -1.347 1.565
H: 4.315 -2.991 -0.251
H: 3.047 -2.572 -2.292
C: 1.541 -0.308 -2.911
N: 0.276 0.300 -2.491
C: -0.575 -0.320 -1.643
O: -0.367 -1.364 -1.058
N: -1.803 0.326 -1.519
N: -2.597 -0.129 -0.459
C: -3.246 0.778 0.302
O: -3.228 1.970 -0.038
C: -3.989 0.281 1.470
C: -4.108 -1.079 1.771
C: -4.795 -1.503 2.887
C: -5.379 -0.571 3.737
C: -5.286 0.773 3.459
C: -4.603 1.222 2.325
O: -4.558 2.538 2.100
H: -4.069 2.682 1.252
H: -5.739 1.514 4.099
H: -5.914 -0.902 4.615
H: -4.878 -2.557 3.100
H: -3.672 -1.818 1.116
H: -2.285 -1.040 -0.139
H: -1.876 1.338 -1.593
H: -0.067 1.074 -3.037
C: 1.236 -1.528 -3.785
H: 0.757 -2.298 -3.187
H: 2.143 -1.924 -4.231
H: 0.559 -1.238 -4.587
C: 2.308 0.739 -3.724
H: 3.279 0.342 -4.006
H: 2.466 1.639 -3.134
H: 1.762 0.997 -4.629
H: 1.823 1.209 -0.729
C: 3.041 0.549 3.022
H: 2.309 -0.253 3.103
H: 4.011 0.151 3.318
H: 2.777 1.345 3.713
H: 3.222 2.750 0.348
H: 3.137 3.104 2.140

Mulliken atomic charge list, values in e, 2 entries: atom 1 (C): -1.20, atom 2 (C): 0.48

***

four | C20H23N3O3 | ωB97M-V/def2-TZVPD

## Properties
* Kohn-Sham gap: 8.826 eV
* structure (SMILES): CCc1nc2ccccc2n1C[C@@H](O)COc1ccc(NC(C)=O)cc1
* multiplicity: 1
* total charge: 0
* E_HOMO: -8.2 eV

Cartesian coordinates (Å):
C: -1.957 2.651 -1.539
H: -2.637 2.520 -2.374
H: -2.248 3.531 -0.971
H: -2.039 1.777 -0.897
C: -0.530 2.802 -2.060
C: -0.155 1.646 -2.923
N: -0.993 1.054 -3.722
C: -0.285 0.073 -4.366
C: -0.688 -0.852 -5.322
C: 0.262 -1.729 -5.801
C: 1.583 -1.697 -5.352
C: 2.003 -0.786 -4.402
C: 1.053 0.095 -3.914
N: 1.115 1.118 -2.992
C: 2.280 1.445 -2.224
H: 3.161 1.417 -2.872
H: 2.196 2.454 -1.816
C: 2.514 0.451 -1.074
O: 3.738 0.792 -0.473
H: 3.820 0.269 0.334
C: 1.375 0.491 -0.049
O: 1.680 -0.481 0.928
C: 0.805 -0.657 1.966
C: -0.372 0.058 2.147
C: -1.186 -0.197 3.237
C: -0.838 -1.170 4.165
C: 0.344 -1.886 3.980
C: 1.156 -1.633 2.897
H: 2.070 -2.186 2.749
H: 0.629 -2.647 4.693
N: -1.622 -1.473 5.285
C: -2.793 -0.903 5.694
O: -3.356 0.000 5.121
C: -3.320 -1.537 6.967
H: -2.598 -1.421 7.773
H: -3.507 -2.597 6.811
H: -4.248 -1.049 7.249
H: -1.253 -2.217 5.860
H: -2.097 0.362 3.369
H: -0.676 0.819 1.447
H: 1.327 1.488 0.411
H: 0.420 0.264 -0.540
H: 2.562 -0.572 -1.482
H: 3.028 -0.766 -4.062
H: 2.294 -2.402 -5.758
H: -0.017 -2.461 -6.545
H: -1.708 -0.871 -5.669
H: -0.462 3.715 -2.660
H: 0.167 2.898 -1.226

Mulliken atomic charge list, values in e, 2 entries: atom 1 (C): -1.34, atom 2 (H): 0.37

***

Decreasing stability: four, three, two, one

***

one | C16H44ClN3O3 | ωB97M-V/def2-TZVPD

## Properties
* Kohn-Sham gap: 9.637 eV
* multiplicity: 1
* total charge: +2
* E_HOMO: -14.6 eV

Cartesian coordinates (Å):
Cl: 2.362 0.423 -0.485
C: 0.035 2.266 -3.029
C: -0.393 2.663 -1.645
N: -1.679 1.949 -1.163
C: -1.953 2.524 0.183
C: -2.833 2.162 -2.087
C: -3.092 3.621 -2.445
C: -1.364 0.481 -1.005
C: -2.471 -0.380 -0.473
O: -3.463 -0.587 -1.434
C: -4.564 -1.327 -0.955
H: 0.834 2.905 -3.396
H: -0.788 2.227 -3.735
H: 0.494 1.276 -2.976
H: -0.594 3.723 -1.519
H: 0.328 2.362 -0.884
H: -1.236 2.133 0.895
H: -2.963 2.310 0.532
H: -1.942 3.605 0.085
H: -3.724 1.709 -1.659
H: -2.692 1.551 -2.977
H: -2.959 4.297 -1.602
H: -4.145 3.739 -2.699
H: -2.515 3.943 -3.308
H: -0.447 0.368 -0.416
H: -1.003 0.172 -1.986
H: -2.853 -0.009 0.490
H: -2.042 -1.363 -0.210
H: -4.331 -2.355 -0.663
H: -5.324 -1.363 -1.732
H: -5.035 -0.813 -0.106
C: 3.461 -3.727 -0.579
C: 2.488 -3.752 -1.741
C: 1.747 -5.067 -1.943
O: 0.816 -5.158 -0.882
C: -0.206 -6.124 -1.106
N: 1.467 -2.670 -1.510
H: 0.708 -3.023 -0.918
H: 1.884 -1.837 -1.062
H: 1.077 -2.390 -2.409
H: 4.036 -2.799 -0.640
H: 4.132 -4.577 -0.517
H: 2.911 -3.659 0.364
H: 2.983 -3.501 -2.679
H: 2.493 -5.863 -1.891
H: 1.196 -5.051 -2.890
H: -0.786 -5.866 -2.001
H: -0.907 -6.051 -0.278
H: 0.202 -7.130 -1.194
C: 1.381 0.884 4.941
C: 1.180 1.019 3.445
C: 1.160 2.456 2.943
O: 2.439 3.018 3.041
C: 2.569 4.029 4.063
N: 2.341 0.369 2.749
H: 2.317 0.543 1.720
H: 3.166 0.871 3.094
H: 2.419 -0.632 2.906
H: 1.322 -0.137 5.316
H: 0.610 1.455 5.461
H: 2.333 1.312 5.263
H: 0.264 0.506 3.148
H: 0.381 3.037 3.441
H: 0.918 2.418 1.871
H: 2.478 3.570 5.045
H: 1.830 4.810 3.878
H: 3.539 4.504 3.951

Mulliken atomic charge list, values in e, 2 entries: atom 1 (Cl): -0.74, atom 2 (C): -1.30

***

two | C16H44ClN3O3 | ωB97M-V/def2-TZVPD

## Properties
* Kohn-Sham gap: 9.632 eV
* multiplicity: 1
* total charge: +2
* E_HOMO: -14.3 eV

Cartesian coordinates (Å):
Cl: -23.057 1.374 4.134
C: -18.841 2.482 2.414
C: -20.225 2.830 1.957
N: -20.736 4.289 2.221
C: -20.834 4.651 3.738
C: -19.750 5.289 1.451
C: -20.066 6.808 1.537
C: -22.197 4.480 1.716
C: -22.451 4.169 0.229
O: -21.750 5.060 -0.678
C: -21.821 4.615 -2.063
H: -18.609 2.827 3.422
H: -18.052 2.920 1.803
H: -18.666 1.420 2.242
H: -20.995 2.220 2.430
H: -20.208 2.669 0.879
H: -19.820 4.695 4.133
H: -21.517 3.958 4.229
H: -21.205 5.670 3.633
H: -19.749 4.910 0.429
H: -18.833 5.072 1.998
H: -19.469 7.288 0.760
H: -19.772 7.255 2.487
H: -21.119 7.085 1.583
H: -22.446 5.521 1.923
H: -22.711 3.717 2.300
H: -23.531 4.201 0.090
H: -22.164 3.157 -0.059
H: -21.257 3.702 -2.256
H: -21.285 5.409 -2.582
H: -22.870 4.574 -2.358
C: -23.635 4.065 7.564
C: -24.742 3.052 7.390
C: -25.611 2.840 8.620
O: -26.288 1.574 8.460
C: -27.051 1.239 9.602
N: -25.585 3.306 6.131
H: -26.313 2.606 6.113
H: -26.036 4.207 6.191
H: -24.942 3.160 5.366
H: -22.827 4.114 6.835
H: -23.058 3.803 8.451
H: -23.993 5.091 7.656
H: -24.150 2.170 7.142
H: -26.362 3.607 8.812
H: -24.852 2.794 9.401
H: -26.526 1.001 10.527
H: -27.598 0.322 9.382
H: -27.788 1.947 9.981
C: -19.911 0.908 6.627
C: -20.559 -0.337 7.197
C: -21.226 -0.098 8.537
O: -22.206 -1.062 8.806
C: -22.756 -1.093 10.092
N: -21.657 -0.820 6.241
H: -22.361 -1.195 6.861
H: -22.130 -0.069 5.759
H: -21.369 -1.432 5.492
H: -19.282 0.589 5.796
H: -19.347 1.459 7.380
H: -20.687 1.548 6.206
H: -19.829 -1.146 7.195
H: -21.716 0.875 8.562
H: -20.424 -0.018 9.271
H: -23.250 -2.032 10.342
H: -23.514 -0.314 10.172
H: -21.996 -0.932 10.857

Mulliken atomic charge list, values in e, 2 entries: atom 1 (Cl): -0.70, atom 2 (C): -1.44

***

three | C16H44ClN3O3 | ωB97M-V/def2-TZVPD

## Properties
* Kohn-Sham gap: 9.178 eV
* multiplicity: 1
* total charge: +2
* E_HOMO: -14.1 eV

Cartesian coordinates (Å):
Cl: 1.695 0.015 -1.036
C: -0.836 3.555 1.307
C: -0.881 3.145 2.779
N: -0.724 1.649 3.070
C: -1.927 0.968 2.536
C: 0.474 1.141 2.288
C: 1.797 1.869 2.546
C: -0.539 1.398 4.541
C: -1.638 1.949 5.440
O: -1.733 3.340 5.475
C: -1.539 3.926 6.750
H: -1.191 4.584 1.388
H: -1.544 3.024 0.671
H: 0.149 3.539 0.849
H: -1.876 3.342 3.167
H: -0.113 3.726 3.279
H: -2.881 1.383 2.849
H: -1.862 -0.059 2.893
H: -1.844 0.896 1.461
H: 0.186 1.229 1.242
H: 0.626 0.072 2.435
H: 2.202 1.599 3.517
H: 1.640 2.935 2.404
H: 2.496 1.539 1.779
H: 0.428 1.828 4.799
H: -0.420 0.320 4.646
H: -1.407 1.535 6.428
H: -2.618 1.520 5.206
H: -0.705 3.484 7.304
H: -2.443 3.850 7.355
H: -1.265 4.975 6.656
C: -3.754 -0.707 -1.983
C: -2.476 -0.576 -1.158
C: -2.372 -1.704 -0.174
O: -1.382 -1.407 0.813
C: -0.677 -2.530 1.360
N: -1.337 -0.768 -2.152
H: -0.404 -0.663 -1.695
H: -1.373 -1.740 -2.466
H: -1.377 -0.160 -2.969
H: -4.688 -0.668 -1.426
H: -3.780 -1.625 -2.574
H: -3.822 0.116 -2.699
H: -2.317 0.402 -0.715
H: -2.203 -2.697 -0.606
H: -3.283 -1.780 0.432
H: -0.363 -2.242 2.359
H: 0.173 -2.752 0.712
H: -1.361 -3.380 1.420
C: 2.487 -0.308 -4.849
C: 2.388 -1.822 -4.694
C: 3.036 -2.569 -5.831
O: 3.162 -3.943 -5.504
C: 3.784 -4.700 -6.521
N: 3.093 -2.177 -3.407
H: 2.695 -1.572 -2.673
H: 2.998 -3.166 -3.171
H: 4.086 -1.934 -3.450
H: 2.231 -0.011 -5.867
H: 3.511 0.054 -4.726
H: 1.843 0.231 -4.157
H: 1.335 -2.088 -4.615
H: 4.056 -2.193 -5.976
H: 2.388 -2.526 -6.709
H: 3.343 -4.607 -7.517
H: 3.839 -5.724 -6.169
H: 4.814 -4.342 -6.668

Mulliken atomic charge list, values in e, 2 entries: atom 1 (Cl): -0.79, atom 2 (C): -1.38

***

Decreasing stability: one, three, two

***

one | C5H11NO4S | ωB97M-V/def2-TZVPD

## Properties
* Kohn-Sham gap: 9.916 eV
* structure (SMILES): CC(=O)NCCCS(=O)(=O)O
* multiplicity: 1
* total charge: 0
* E_HOMO: -9.6 eV

Cartesian coordinates (Å):
C: 2.034 -1.541 -0.826
C: 2.384 -0.506 0.211
C: 0.622 1.099 -0.687
C: -0.618 1.603 0.052
C: -1.333 0.687 0.989
H: 0.939 -1.641 -0.868
H: 2.246 -1.223 -1.841
H: 2.517 -2.460 -0.533
H: 1.987 1.242 0.947
H: 0.164 0.159 -1.172
H: 0.967 1.762 -1.401
H: -0.267 2.514 0.561
H: -1.385 1.931 -0.653
H: -2.037 1.350 1.487
H: -0.605 0.185 1.637
H: -2.977 -2.180 1.045
N: 1.705 0.657 0.206
O: 3.309 -0.686 1.015
O: -3.087 -1.149 1.161
O: -3.091 0.118 -0.970
O: -1.262 -1.452 -0.385
S: -2.213 -0.470 0.022

Mulliken atomic charge list, values in e, 2 entries: atom 1 (C): -0.81, atom 2 (C): 0.71

***

two | C5H11NO4S | ωB97M-V/def2-TZVPD

## Properties
* Kohn-Sham gap: 9.779 eV
* multiplicity: 1
* total charge: 0
* E_HOMO: -9.2 eV

Cartesian coordinates (Å):
C: 1.202 0.989 0.654
C: 2.366 -0.132 -1.337
C: -3.428 0.019 -0.358
C: 0.518 -1.023 1.567
C: 2.021 -0.172 0.164
N: 1.244 -1.344 0.382
O: 0.328 0.401 1.518
O: 1.150 2.121 0.350
O: -0.982 -0.241 -1.152
O: -1.690 1.888 0.095
S: -1.677 0.176 0.084
H: 2.470 -1.137 -1.784
H: 1.438 0.360 -1.847
H: 3.196 0.486 -1.651
H: -3.975 -0.946 -0.095
H: -4.087 0.916 -0.292
H: -3.384 -0.041 -1.466
H: 1.154 -1.298 2.365
H: -0.462 -1.486 1.560
H: 2.927 -0.151 0.883
H: -1.089 2.345 0.747
H: 0.760 -1.729 -0.385

Mulliken atomic charge list, values in e, 2 entries: atom 1 (C): 0.52, atom 2 (C): -1.40

***

Decreasing stability: one, two